# C3H3N2O2S

A structure of composition C3H3N2O2S (wB97M-V/def2-TZVPD, the Open Molecules 2025 dataset).

The geometry in ORCA input format:
```
! wB97M-V def2-TZVPD RIJCOSX def2/J DEFGRID3
* xyz -1 1
C -0.6364 -1.2057 -0.3248
C -1.6412 1.7703 0.0280
C 1.3558 0.1152 0.1242
N -0.6800 1.7116 -0.6566
N 0.5606 -1.0745 -0.0556
O -1.7336 -1.3146 -0.7525
O -2.6001 1.8385 0.7253
S 0.9702 -2.7367 0.2200
H 1.5383 0.2071 1.1382
H 2.3696 -0.2044 -0.1476
H 0.4969 0.8934 -0.2984
*
```

Summary:
- Strongest force on any atom: 3.79 eV/Å
- HOMO energy: -4.5 eV
- Calculated total energy: -21069.19754 eV
- Molar mass: 131.1 g mol⁻¹
- HOMO-LUMO gap: 7.916 eV
- ΔE to the lowest compared entry with this formula, charge and spin: 55.52 kcal per mole